[1]
Here is a gas-phase ion, C5H11N2S (charge +1) at a distorted geometry from the Open Molecules 2025 dataset. Energies are from ωB97M-V/def2-TZVPD.

Computed properties:
Kohn-Sham gap	9.61	eV
relative energy (zero: lowest compared OMol25 entry of this formula, charge and spin)	225.2	kJ/mol
DFT total energy	-704.504794	hartree
HOMO level	-12.85	eV
LUMO level	-3.2	eV
SMILES string	CC1=C[N@@H+](C)[C@H](N)S1

The geometry in ORCA input format:
```
! wB97M-V def2-TZVPD RIJCOSX def2/J DEFGRID3
* xyz 1 1
C 2.890 -0.596 -0.207
C 1.523 -0.070 -0.213
C 0.417 -0.810 -0.121
N -0.945 -0.291 -0.060
C -1.625 -0.737 1.241
C -0.850 1.182 -0.161
N -1.625 1.686 -1.272
S 1.162 1.619 -0.220
H 2.727 -1.459 0.540
H 3.611 0.078 0.186
H 3.184 -1.118 -1.187
H 0.443 -1.871 -0.105
H -1.536 -0.642 -0.814
H -2.688 -0.325 1.357
H -1.702 -1.904 1.190
H -0.997 -0.401 2.054
H -1.174 1.429 0.849
H -1.878 2.650 -1.047
H -0.939 1.580 -2.010
*
```

These are the Löwdin partial charges, in e, on atoms 1 to 8: -0.072, -0.646, -0.144, -0.141, 0.031, -0.440, 0.077, 1.000

[2]
Here is 3 unconnected molecules or ions with the total composition C4H13NO2 at a distorted geometry from the Open Molecules 2025 dataset. Energies are from ωB97M-V/def2-TZVPD.

Computed properties:
Kohn-Sham gap	8.70	eV
relative energy (zero: lowest compared OMol25 entry of this formula, charge and spin)	130.5	kJ/mol
DFT total energy	-365.392785	hartree
HOMO level	-7.95	eV
LUMO level	0.8	eV
SMILES string	CC(C)=CN.O.O

The geometry in ORCA input format:
```
! wB97M-V def2-TZVPD RIJCOSX def2/J DEFGRID3
* xyz 0 1
C 1.015 0.827 1.498
C 0.153 -0.061 0.630
C 0.814 -1.298 -0.024
C -1.148 -0.215 0.982
N -1.667 0.234 2.187
H 2.060 0.830 1.131
H 1.074 0.708 2.594
H 0.670 1.863 1.429
H 1.780 -0.948 -0.380
H 0.149 -1.600 -0.835
H 0.987 -1.995 0.784
H -1.762 -0.894 0.387
H -2.634 0.084 2.393
H -1.055 0.106 2.976
O -0.894 -1.007 -3.061
H -0.299 -0.217 -3.038
H -0.821 -1.090 -4.020
O 0.363 1.389 -2.240
H 0.872 2.186 -2.093
H 0.341 1.099 -1.300
*
```

These are the Löwdin partial charges, in e, on atoms 1 to 8: -0.101, -0.381, -0.062, -0.182, 0.062, 0.076, 0.069, 0.074

[3]
Here is a molecular structure, C5H7NO3S at a distorted geometry from the Open Molecules 2025 dataset. Energies are from ωB97M-V/def2-TZVPD.

Computed properties:
Kohn-Sham gap	8.76	eV
relative energy (zero: lowest compared OMol25 entry of this formula, charge and spin)	194.9	kJ/mol
DFT total energy	-873.290712	hartree
HOMO level	-9.21	eV
LUMO level	-0.4	eV

The geometry in ORCA input format:
```
! wB97M-V def2-TZVPD RIJCOSX def2/J DEFGRID3
* xyz 0 1
C 1.227 -0.449 0.374
C 0.774 -0.119 -2.166
C 0.475 0.559 1.077
C -0.766 0.871 0.182
C -0.017 -0.901 -1.104
N -1.089 -0.300 -0.557
O 1.824 -0.732 -2.681
O 0.442 1.001 -2.489
O 2.673 -2.239 -0.701
S 2.594 -1.369 0.511
H 0.103 0.256 2.055
H 0.802 1.606 1.460
H -1.613 1.206 0.716
H -0.403 1.541 -0.702
H -0.064 -1.996 -1.268
H -1.842 -0.785 -0.093
H 2.081 -1.451 -2.125
*
```

These are the Löwdin partial charges, in e, on atoms 1 to 8: -0.356, -0.511, -0.217, -0.191, -0.101, -0.046, 0.132, 0.096

[4]
Here is 2 unconnected molecules or ions with the total composition CH6NO at a distorted geometry from the Open Molecules 2025 dataset. Energies are from ωB97M-V/def2-TZVPD.

Computed properties:
Kohn-Sham gap (alpha / beta)	3.43 / 7.62	eV
relative energy (zero: lowest compared OMol25 entry of this formula, charge and spin)	90.6	kJ/mol
DFT total energy	-171.459276	hartree
HOMO level (alpha / beta)	5.00 / 0.49	eV
LUMO level (alpha / beta)	8.4 / 8.1	eV

The geometry in ORCA input format:
```
! wB97M-V def2-TZVPD RIJCOSX def2/J DEFGRID3
* xyz -2 2
O -1.374 -0.451 -1.398
H -2.273 -0.628 -1.811
C 0.403 0.706 1.252
N 1.166 -0.220 0.190
H -0.703 0.692 1.060
H 0.908 1.750 1.163
H 0.741 0.387 2.208
H 1.112 -1.232 0.476
H 0.625 -0.053 -0.755
*
```

These are the Löwdin partial charges, in e, on atoms 1 to 8: -0.685, -0.212, -0.723, -0.172, 0.000, -0.066, -0.145, -0.011

[5]
Here is a molecular structure, C24H28ClCoN3O5S at a distorted geometry from the Open Molecules 2025 dataset. Energies are from ωB97M-V/def2-TZVPD.

Computed properties:
Kohn-Sham gap (alpha / beta)	7.58 / 7.61	eV
DFT total energy	-3712.998211	hartree
HOMO level (alpha / beta)	-7.80 / -7.80	eV
LUMO level (alpha / beta)	-0.2 / -0.2	eV

The geometry in ORCA input format:
```
! wB97M-V def2-TZVPD RIJCOSX def2/J DEFGRID3
* xyz 0 2
Co 0.986 0.629 -1.961
Cl 6.710 4.825 -1.892
C 5.481 3.605 -2.109
C 5.866 2.272 -2.366
C 4.937 1.292 -2.559
C 3.551 1.583 -2.505
O 2.685 0.657 -2.742
C 3.182 2.928 -2.221
C 1.813 3.294 -2.098
O 0.841 2.552 -2.240
C 4.167 3.927 -2.032
H 6.923 2.032 -2.400
H 5.230 0.267 -2.749
H 1.595 4.347 -1.867
H 3.864 4.951 -1.842
C -0.388 -3.768 3.649
C -0.996 -3.236 2.372
C -0.683 -3.841 1.158
C -1.238 -3.365 -0.021
C -2.129 -2.303 -0.003
C -2.458 -1.690 1.209
N -3.410 -0.662 1.282
C -3.917 0.059 0.184
C -5.296 0.194 0.035
C -5.832 0.841 -1.068
C -4.998 1.342 -2.057
C -3.625 1.232 -1.898
C -3.073 0.637 -0.768
C -1.579 0.710 -0.568
O -1.135 1.014 0.537
O -0.885 0.401 -1.605
C -1.862 -2.137 2.401
C -2.155 -1.411 3.691
H 0.090 -4.731 3.472
H -1.142 -3.901 4.428
H 0.372 -3.087 4.047
H -0.015 -4.697 1.142
H -1.008 -3.853 -0.963
H -2.594 -1.970 -0.922
H -4.012 -0.697 2.084
H -5.950 -0.238 0.787
H -6.907 0.927 -1.165
H -5.412 1.818 -2.937
H -2.950 1.645 -2.637
H -2.296 -0.346 3.500
H -1.335 -1.518 4.401
H -3.059 -1.788 4.186
C 1.535 2.351 1.332
S 1.571 0.778 0.492
C 1.092 -0.252 1.863
O 3.042 0.476 0.286
H 2.135 2.244 2.237
H 0.499 2.628 1.547
H 2.003 3.068 0.656
H 0.175 0.127 2.325
H 1.955 -0.227 2.532
H 0.921 -1.258 1.479
N 2.223 -2.008 -1.385
N 1.034 -1.386 -1.903
H 1.960 -2.645 -0.645
H 2.782 -1.265 -0.977
H 0.212 -1.637 -1.364
H 0.903 -1.736 -2.841
*
```

These are the Löwdin partial charges, in e, on atoms 1 to 8: 0.531, 0.641, -0.666, -0.077, 0.012, -0.331, -0.106, -0.135

[6]
Here is 6 unconnected molecules or ions with the total composition C14H39F3O5PS5 at a distorted geometry from the Open Molecules 2025 dataset. Energies are from ωB97M-V/def2-TZVPD.

Computed properties:
Kohn-Sham gap	4.54	eV
relative energy (zero: lowest compared OMol25 entry of this formula, charge and spin)	336.1	kJ/mol
DFT total energy	-3564.420568	hartree
HOMO level	-2.61	eV
LUMO level	1.9	eV

The geometry in ORCA input format:
```
! wB97M-V def2-TZVPD RIJCOSX def2/J DEFGRID3
* xyz -1 1
F 1.107 -1.153 2.775
C 1.538 0.220 3.121
F 3.005 0.433 3.408
C 0.670 1.419 3.268
F 1.068 2.398 4.341
C -0.635 1.812 2.359
C -1.903 2.066 3.418
P -3.198 0.657 3.227
H -0.919 1.039 1.528
H -0.354 2.825 1.794
H -2.346 3.130 3.192
H -1.470 1.997 4.515
H -3.426 1.081 1.866
H -4.307 1.510 3.615
H -3.014 0.357 4.650
H -2.102 -0.217 2.874
H -4.101 -0.478 3.080
C -4.816 -3.089 -0.769
S -4.877 -2.854 1.024
O -4.312 -1.495 1.320
C -3.598 -4.072 1.416
H -5.518 -2.392 -1.234
H -3.808 -2.888 -1.139
H -5.109 -4.112 -1.013
H -2.665 -3.810 0.912
H -3.930 -5.064 1.101
H -3.439 -4.071 2.497
C -1.333 -1.364 -2.952
S -0.733 -2.806 -2.039
O -1.452 -2.837 -0.722
C 0.928 -2.157 -1.736
H -2.381 -1.531 -3.215
H -1.255 -0.468 -2.332
H -0.748 -1.240 -3.866
H 0.868 -1.213 -1.190
H 1.442 -2.008 -2.689
H 1.481 -2.886 -1.139
C -7.601 1.245 -2.359
S -7.763 -0.534 -2.643
O -6.503 -1.185 -2.153
C -7.663 -0.446 -4.447
H -7.600 1.426 -1.282
H -6.665 1.610 -2.788
H -8.449 1.766 -2.811
H -6.723 0.021 -4.748
H -8.509 0.129 -4.832
H -7.707 -1.462 -4.847
C 5.927 1.276 2.083
S 5.217 2.815 1.450
O 5.803 3.056 0.090
C 6.070 3.908 2.612
H 5.558 0.448 1.474
H 7.017 1.313 2.021
H 5.614 1.129 3.120
H 7.151 3.784 2.517
H 5.753 3.676 3.631
H 5.802 4.940 2.377
C 8.008 1.423 -1.441
S 7.847 -0.356 -1.725
O 9.107 -1.008 -1.235
C 7.946 -0.269 -3.529
H 8.009 1.603 -0.364
H 8.945 1.787 -1.870
H 7.161 1.943 -1.893
H 8.886 0.199 -3.830
H 7.101 0.306 -3.914
H 7.903 -1.285 -3.929
*
```

These are the Löwdin partial charges, in e, on atoms 1 to 8: -0.026, -0.050, -0.088, -0.064, -0.084, -0.213, -0.445, 0.157

[7]
Here is a molecular structure, C29H21Cl2F5InN3O3P at a distorted geometry from the Open Molecules 2025 dataset. Energies are from ωB97M-V/def2-TZVPD.

Computed properties:
Kohn-Sham gap (alpha / beta)	8.24 / 8.00	eV
relative energy (zero: lowest compared OMol25 entry of this formula, charge and spin)	391.2	kJ/mol
DFT total energy	-3458.486587	hartree
HOMO level (alpha / beta)	-11.27 / -11.12	eV
LUMO level (alpha / beta)	-3.0 / -3.1	eV

The geometry in ORCA input format:
```
! wB97M-V def2-TZVPD RIJCOSX def2/J DEFGRID3
* xyz 1 1
In -0.056 -1.487 -0.259
N -1.825 -0.629 -1.557
C -2.431 0.594 -1.104
C -3.722 0.926 -1.499
C -4.309 2.107 -1.080
C -3.626 2.979 -0.240
C -2.356 2.647 0.191
C -1.748 1.464 -0.240
P -0.198 0.946 0.494
C -0.438 1.070 2.288
C 0.414 1.808 3.107
C 0.230 1.796 4.486
C -0.801 1.057 5.047
C -1.665 0.335 4.231
C -1.482 0.338 2.859
C 1.243 1.924 0.068
C 1.145 3.080 -0.693
C 2.302 3.769 -1.036
C 3.541 3.297 -0.629
C 3.636 2.127 0.117
C 2.490 1.432 0.463
H -1.037 -0.410 -2.182
H -2.481 -1.193 -2.079
H -4.262 0.255 -2.162
H -5.310 2.352 -1.414
H -4.087 3.905 0.081
H -1.827 3.295 0.882
H 1.216 2.392 2.675
H 0.895 2.369 5.121
H -0.936 1.045 6.122
H -2.480 -0.231 4.668
H -2.159 -0.219 2.219
H 0.178 3.436 -1.032
H 2.234 4.671 -1.631
H 4.439 3.836 -0.905
H 4.606 1.749 0.415
H 2.556 0.507 1.025
N -1.278 -3.602 1.839
C -2.380 -4.050 2.459
C -3.455 -3.367 1.929
C -2.900 -2.512 0.972
N -1.576 -2.663 0.929
H -0.321 -3.862 2.000
H -2.334 -4.806 3.228
H -4.495 -3.485 2.186
H -3.386 -1.796 0.326
F 2.607 -0.843 -6.108
C 1.918 -0.780 -4.961
C 2.400 -1.369 -3.697
F 2.139 -2.633 -3.347
C 3.105 -0.404 -2.875
F 3.998 0.423 -3.421
C 1.672 -0.104 -2.848
O 0.792 -0.231 -1.858
C 1.298 0.468 -4.202
F 1.360 1.784 -4.454
C 0.485 -0.519 -4.893
F -0.488 -1.300 -4.371
Cl 4.393 -2.805 -0.235
C 3.229 -3.664 0.808
Cl 3.149 -5.381 0.446
C 1.892 -2.967 0.579
O 1.514 -2.091 1.400
O 1.217 -3.241 -0.473
H 3.557 -3.538 1.827
*
```

These are the Löwdin partial charges, in e, on atoms 1 to 8: 0.902, 0.049, -0.283, -0.017, -0.045, -0.051, -0.062, -0.289

[8]
Here is C6H8 in the gas phase from the Open Molecules 2025 dataset. Energies are from ωB97M-V/def2-TZVPD.

Computed properties:
Kohn-Sham gap	7.77	eV
relative energy (zero: lowest compared OMol25 entry of this formula, charge and spin)	261.9	kJ/mol
DFT total energy	-233.287270	hartree
HOMO level	-8.09	eV
LUMO level	-0.3	eV

The geometry in ORCA input format:
```
! wB97M-V def2-TZVPD RIJCOSX def2/J DEFGRID3
* xyz 0 1
C 1.158 1.024 -0.608
C 0.046 -0.035 -0.622
C 0.365 -1.266 0.253
C -0.540 -1.302 1.452
C -1.487 -0.228 1.177
C -1.192 0.465 0.053
H 0.837 1.953 -1.091
H 2.046 0.658 -1.135
H -0.174 -0.299 -1.666
H 1.419 -1.335 0.551
H 0.162 -2.210 -0.278
H 1.445 1.257 0.424
H -2.330 0.003 1.824
H -1.756 1.315 -0.334
*
```

These are the Löwdin partial charges, in e, on atoms 1 to 8: -0.071, -0.375, -0.237, 0.038, -0.139, -0.029, 0.076, 0.079